Record 1
{
  "formula": "F2N6Ni2O26S2",
  "method": "wB97M-V/def2-TZVPD",
  "s_squared": 6.01,
  "e_tot_ha": -6295.6524,
  "multiplicity": 5,
  "e_homo_ev": [9.53, 9.54],
  "orbital_gap_ev": [3.31, 3.30],
  "charge": -8,
  "symbols": ["N", "O", "O", "O", "O", "S", "O", "O", "O", "O", "O", "F", "O", "O", "N", "N", "O", "N", "O", "O", "Ni", "O", "O", "O", "O", "S", "F", "O", "O", "N", "O", "O", "O", "N", "Ni", "O", "O", "O"],
  "xyz": [[16.29485, 3.06879, 10.67479], [6.07234, 10.42063, 3.87282], [3.79569, 7.85625, 8.01625], [11.97256, 3.18538, 4.33350], [4.32703, 9.65641, 8.71283], [5.58967, 11.80794, 4.51336], [8.77326, 12.38213, 9.52134], [13.15152, 2.11926, 2.87837], [15.89171, 2.73940, 9.45884], [5.97826, 11.77104, 5.90546], [4.22062, 12.01075, 4.21168], [17.50128, 7.70858, 5.27254], [20.47589, 10.26209, 4.56457], [18.37402, 10.49751, 3.62233], [12.67983, 3.12087, 3.34097], [3.40984, 8.84696, 8.56673], [17.95201, 9.25475, 8.74403], [8.30947, 8.76146, 5.91417], [17.34972, 2.55557, 11.04110], [15.44810, 3.68188, 11.54336], [5.68526, 9.91598, 6.91897], [15.67693, 9.10066, 8.99917], [7.79290, 8.11251, 5.05181], [9.53614, 8.62729, 6.17385], [2.28175, 9.06697, 8.87864], [19.04819, 10.88013, 4.79720], [4.00200, 9.96666, 6.08389], [12.68390, 4.28137, 2.87279], [9.21232, 14.35335, 10.32712], [9.52981, 13.09866, 10.22324], [6.50788, 12.78982, 3.85852], [10.52467, 12.75511, 10.80841], [16.75756, 7.78203, 7.52066], [16.79066, 8.79056, 8.49724], [18.37295, 8.38465, 6.63917], [7.59691, 9.40661, 6.69201], [19.37158, 12.25456, 5.07751], [18.47912, 10.28435, 6.06062]]
}

---

Record 2
{
  "formula": "F2O2S",
  "method": "wB97M-V/def2-TZVPD",
  "e_tot_ha": -748.2049,
  "multiplicity": 1,
  "e_homo_ev": [-12.30, -12.31],
  "orbital_gap_ev": [9.47, 9.56],
  "charge": 0,
  "relative_energy_kj_mol": 485.6,
  "symbols": ["S", "O", "F", "F", "O"],
  "xyz": [[0.04313, 0.13923, -0.04001], [-2.15163, -0.30956, -0.02405], [0.74335, -0.31632, 1.36516], [0.89429, -0.95309, -0.91948], [0.47086, 1.43974, -0.38161]]
}

---

Record 3
{
  "formula": "F3H2PSi",
  "method": "wB97M-V/def2-TZVPD",
  "e_tot_ha": -931.7084,
  "multiplicity": 1,
  "e_homo_ev": [-10.10, -9.43],
  "orbital_gap_ev": [8.43, 6.94],
  "charge": 0,
  "relative_energy_kj_mol": 296.8,
  "symbols": ["H", "Si", "H", "F", "P", "F", "F"],
  "xyz": [[2.89522, -1.50644, 0.53129], [-1.31008, 0.62847, 0.04405], [1.49933, -0.51486, -0.62698], [-1.85574, 0.34720, -1.43588], [2.79469, -0.23044, -0.12296], [-1.95923, -0.57070, 0.92570], [-2.06419, 1.84677, 0.68478]]
}

---

Record 4
{
  "formula": "F3H3S2Si2",
  "method": "wB97M-V/def2-TZVPD",
  "e_tot_ha": -1676.9660,
  "multiplicity": 1,
  "e_homo_ev": -9.61,
  "orbital_gap_ev": 9.16,
  "charge": 0,
  "relative_energy_kj_mol": 92.7,
  "symbols": ["Si", "F", "H", "F", "F", "S", "Si", "H", "H", "S"],
  "xyz": [[1.19659, -0.27565, 0.95729], [-3.18848, 0.01065, -3.70543], [-2.34649, 2.11398, -2.69492], [-4.28499, 1.29623, -1.74486], [-2.28432, -0.25691, -1.45699], [2.23989, 0.63441, -0.43153], [-2.90663, 0.86336, -2.37750], [-0.08730, -0.21189, 1.79889], [2.75129, -2.70518, 1.55453], [1.64845, -2.07397, 1.94930]]
}

---

Record 5
{
  "formula": "F3H3SSi2",
  "method": "wB97M-V/def2-TZVPD",
  "e_tot_ha": -1278.6516,
  "multiplicity": 1,
  "e_homo_ev": [-10.32, -9.13],
  "orbital_gap_ev": [8.70, 7.94],
  "charge": 0,
  "relative_energy_kj_mol": 342.8,
  "symbols": ["H", "F", "F", "H", "F", "Si", "Si", "S", "H"],
  "xyz": [[1.35265, -1.95652, -1.70126], [1.11354, 2.09050, -3.59472], [1.63833, 3.26744, -1.33175], [1.65437, 0.08428, 0.48532], [3.02906, 1.37042, -2.24204], [1.53412, 1.83757, -2.03498], [0.69405, 0.29942, -0.57126], [0.04585, -1.51154, -1.45597], [-1.59516, 1.43484, 0.32640]]
}

---

Record 6
{
  "formula": "F3HOSi",
  "method": "wB97M-V/def2-TZVPD",
  "e_tot_ha": -665.1925,
  "multiplicity": 1,
  "e_homo_ev": -13.25,
  "orbital_gap_ev": 13.54,
  "charge": 0,
  "relative_energy_kj_mol": 0.0,
  "symbols": ["O", "Si", "F", "F", "H", "F"],
  "xyz": [[-0.28651, 0.47409, 0.02344], [-1.78226, -0.04820, 0.32390], [-2.32118, -1.08608, -0.68695], [-1.86428, -0.86365, 1.72350], [0.22578, 1.29062, 0.02392], [-2.76629, 1.16391, 0.42594]]
}

---

Record 7
{
  "formula": "F3N",
  "method": "wB97M-V/def2-TZVPD",
  "e_tot_ha": -354.0907,
  "multiplicity": 1,
  "e_homo_ev": [-12.44, -12.45],
  "orbital_gap_ev": [9.23, 9.24],
  "charge": 0,
  "relative_energy_kj_mol": 90.8,
  "symbols": ["N", "F", "F", "F"],
  "xyz": [[0.27225, -0.03042, 0.47158], [0.42527, -1.13939, -0.19307], [0.95659, 0.87505, -0.16829], [-1.65411, 0.29476, -0.11022]]
}

---

Record 8
{
  "formula": "F3NO4S2Xe",
  "method": "wB97M-V/def2-TZVPD",
  "e_tot_ha": -1780.8769,
  "multiplicity": 1,
  "e_homo_ev": -12.08,
  "orbital_gap_ev": 10.03,
  "charge": 0,
  "relative_energy_kj_mol": 22.3,
  "symbols": ["S", "F", "Xe", "N", "F", "F", "O", "S", "O", "O", "O"],
  "xyz": [[-0.71756, -0.71287, -1.27143], [-0.37184, -2.22974, -1.08731], [2.14553, -0.21671, 0.16108], [-0.06700, -0.22152, 0.15918], [-0.35663, 0.35204, 2.45224], [4.10989, -0.25457, 0.20131], [0.11650, -0.27805, -2.33425], [-0.71974, 0.98770, 1.06732], [-2.12012, -0.59575, -1.29096], [0.10447, 2.13882, 0.96912], [-2.12349, 1.03060, 0.97366]]
}